11
Properties=species:S:1:pos:R:3 method="wB97M-V/def2-TZVPD" largest_force_ev_per_a=1.964 smiles="NC=O.C=N" total_charge=0 lumo_energy_ha=0.0301 de_lowest_kcal_mol=40.1 e_homo_ev=-10.047
C 0.683 -0.792 -2.326
N 1.028 0.150 -1.558
H 0.336 -0.507 -3.314
H 0.729 -1.834 -2.019
H 1.419 -0.235 -0.694
C -0.529 0.702 2.285
N -0.900 0.270 1.056
O 0.135 0.062 3.070
H -0.867 1.712 2.535
H -0.433 -0.337 0.407
H -1.599 0.810 0.558


10
Properties=species:S:1:pos:R:3 method="wB97M-V/def2-TZVPD" largest_force_ev_per_a=5.396 smiles="O=CNCSCl" total_charge=0 lumo_energy_ha=0.0005 de_lowest_kcal_mol=12.4 e_homo_ev=-9.266
C -1.498 0.439 0.585
C 0.476 -0.181 -0.668
N -0.635 -0.595 0.107
O -1.528 1.597 0.234
S 2.110 -0.804 -0.106
Cl 3.151 0.847 0.404
H -2.304 -0.083 1.161
H 0.457 -0.614 -1.697
H 0.419 0.803 -0.671
H -0.647 -1.409 0.653


15
Properties=species:S:1:pos:R:3 method="wB97M-V/def2-TZVPD" largest_force_ev_per_a=1.723 total_charge=+2 lumo_energy_ha="-0.3152 / -0.4720" de_lowest_kcal_mol=28.4 e_homo_ev="-19.847 / -19.633" multiplicity=2
C -1.062 0.865 2.792
N 0.097 1.369 1.975
H -0.802 -0.082 3.254
H -1.277 1.584 3.571
H -1.923 0.743 2.143
H 0.330 0.740 1.181
H 0.947 1.507 2.532
H -0.158 2.265 1.550
C 1.322 -1.938 -0.825
S 0.940 -0.203 -0.929
S -1.036 -0.112 -1.384
H 1.053 -2.383 0.135
H 2.408 -2.038 -0.915
H 0.934 -2.511 -1.669
H -0.958 -0.485 -2.687


66
Properties=species:S:1:pos:R:3 method="wB97M-V/def2-TZVPD" largest_force_ev_per_a=0.808 smiles="CC[C@H]1CC[C@H](C(=O)N[C@@H](CCSC)C(=O)NCCc2ccc(S(N)(=O)=O)cc2)CC1" total_charge=0 lumo_energy_ha=0.0160 de_lowest_kcal_mol=0.0 e_homo_ev=-8.590
C -5.969 -1.363 2.009
H -6.988 -1.500 1.654
C -4.976 -1.695 0.901
C -3.513 -1.648 1.354
C -3.070 -0.219 1.675
C -1.594 -0.168 2.053
H -1.416 -0.753 2.959
H -1.292 0.860 2.264
C -0.732 -0.733 0.927
C 0.741 -0.619 1.259
O 1.169 -0.276 2.354
N 1.570 -0.923 0.243
H 1.193 -1.163 -0.662
C 3.009 -1.012 0.413
C 3.628 0.396 0.291
O 4.284 0.748 -0.669
N 3.366 1.171 1.356
H 2.716 0.818 2.055
C 3.718 2.571 1.383
H 4.250 2.779 0.453
H 4.401 2.760 2.219
C 2.485 3.472 1.537
C 1.335 3.083 0.648
C 1.538 2.585 -0.637
C 0.465 2.155 -1.397
C -0.812 2.261 -0.886
C -1.045 2.806 0.359
C 0.034 3.205 1.127
H -0.133 3.603 2.117
H -2.060 2.884 0.715
S -2.159 1.603 -1.837
O -1.813 0.284 -2.284
O -3.395 1.788 -1.129
N -2.153 2.606 -3.187
H -2.939 3.235 -3.184
H -2.109 2.078 -4.044
H 0.606 1.723 -2.374
H 2.534 2.506 -1.041
H 2.783 4.502 1.321
H 2.145 3.438 2.574
H 3.191 -1.374 1.434
C 3.642 -1.953 -0.607
C 3.105 -3.375 -0.534
H 2.845 -3.645 0.491
H 3.838 -4.085 -0.919
S 1.594 -3.569 -1.554
C 1.032 -5.172 -0.921
H 1.797 -5.923 -1.102
H 0.128 -5.424 -1.464
H 0.818 -5.089 0.141
H 3.490 -1.546 -1.609
H 4.718 -1.961 -0.422
C -1.141 -2.187 0.667
C -2.611 -2.227 0.262
H -2.904 -3.259 0.051
H -2.736 -1.645 -0.654
H -0.986 -2.776 1.576
H -0.536 -2.616 -0.132
H -0.916 -0.167 0.006
H -3.662 0.177 2.502
H -3.245 0.409 0.800
H -3.406 -2.262 2.257
H -5.108 -0.997 0.072
H -5.193 -2.700 0.528
H -5.862 -0.331 2.333
H -5.816 -2.013 2.868